(1)
DFT (ωB97M-V/def2-TZVPD) results for a single C12H19BN4O4 molecule at a distorted geometry.

net charge	0
2S+1	1
E_LUMO	-0.2	eV
orbital gap	9.10	eV
structure (SMILES)	CC(C)C[C@H](NC(=O)CNC(=O)c1cnccn1)B(O)O
ΔE to the lowest compared entry with this formula, charge and spin	91.4	kJ/mol
DFT total energy	-1013.6005	Ha

Geometry as XYZ:
```
40
Properties=species:S:1:pos:R:3:forces:R:3:lowdin_charge:R:1
C 1.623864 -2.957509 -1.227366 0.9270 -1.4040 2.4737 -0.099
C 1.290191 -1.606736 -1.773193 0.1918 0.7240 -1.9128 -0.431
C 1.404193 -0.486279 -0.756235 0.4781 -0.9529 0.5976 -0.075
C -0.099915 -1.683574 -2.402738 -0.1464 0.0488 -0.8889 -0.150
C -0.661968 -0.432882 -3.101145 -0.8736 -0.0349 -0.6039 -0.166
N -0.712433 0.749076 -2.198172 -0.2230 0.9133 -0.0431 0.080
C -1.326389 0.678919 -0.951723 2.4540 -0.1826 -1.2683 -0.460
O -1.676866 -0.397408 -0.512134 -1.7660 -0.0973 0.3435 0.042
C -1.208621 1.893085 -0.071200 1.3323 0.1120 0.4733 -0.084
N -0.920607 1.589633 1.321615 0.8606 -0.1389 1.8375 0.089
C 0.335754 1.764320 1.967947 -0.1856 0.5792 -3.7972 -0.369
O 1.282821 2.143545 1.276973 -0.5721 -0.1333 0.6488 0.038
C 0.580660 1.486427 3.403774 0.3024 0.5928 -0.6931 -0.193
C 1.843222 1.862662 3.947569 -0.2614 -0.1921 -1.0140 -0.047
N 2.138412 1.580822 5.196449 0.2197 0.2943 -0.0841 0.075
C 1.178207 1.009070 5.902247 -1.0482 0.4730 0.4093 -0.122
C -0.087110 0.718367 5.361224 -0.3586 -1.0981 1.1096 -0.102
N -0.396017 0.912916 4.071876 0.5408 0.0083 1.3807 0.134
B -2.185303 -0.620961 -3.690463 1.3983 -0.9263 1.6434 -0.604
O -3.285339 -0.897694 -2.875543 0.8849 0.8673 0.1860 0.142
O -2.314655 -0.616097 -5.040686 -2.0904 0.1629 0.4276 0.174
H 1.213705 -3.828439 -1.773238 -0.5539 0.6136 0.4681 0.078
H 2.689654 -3.242969 -1.247069 -0.0094 0.7407 -0.0048 0.072
H 1.394884 -2.960124 -0.083663 -0.1106 -0.4646 -1.9681 0.116
H 2.017048 -1.383748 -2.610340 -0.6009 -0.1176 0.6274 0.151
H 1.377714 0.472489 -1.222042 -0.0212 0.5755 -0.1113 0.060
H 0.613316 -0.579473 0.003236 0.3986 0.1048 -0.1679 0.085
H 2.372806 -0.562672 -0.276872 0.2129 0.0105 0.3587 0.086
H -0.097283 -2.568149 -3.072391 -0.2760 0.6465 0.0378 0.134
H -0.861583 -1.806494 -1.668689 -0.0334 -1.0663 0.8542 0.090
H -0.066955 -0.162751 -3.981182 0.1368 0.2280 0.2835 0.140
H -0.108060 1.529800 -2.536395 -1.2302 -0.7289 1.0882 0.169
H -0.369208 2.432352 -0.475911 0.3780 0.5463 0.1083 0.115
H -2.058906 2.531404 -0.129514 -0.8577 0.3957 -0.1235 0.123
H -1.698270 1.273162 1.878684 0.1479 -0.1128 0.1209 0.125
H 2.622530 2.375854 3.353840 -0.8119 -0.4543 0.1742 0.134
H 1.399673 0.967502 6.969162 -0.3303 -0.6156 -0.1956 0.108
H -0.855358 0.218551 6.006435 0.7285 0.6501 -0.6867 0.119
H -3.082829 -0.739575 -1.915773 -0.0770 -0.4645 -1.0941 0.094
H -3.304980 -0.656426 -5.067354 0.8452 -0.1025 -0.9949 0.130
```
Positions in Å, forces in eV/Å.


(2)
DFT (ωB97M-V/def2-TZVPD) results for a molecular structure, C12H19BiNO12P2 at a distorted geometry.

net charge	-1
2S+1	1
E_LUMO	2.7	eV
orbital gap	7.63	eV
ΔE to the lowest compared entry with this formula, charge and spin	193.9	kJ/mol
DFT total energy	-2323.9134	Ha

Geometry as XYZ:
```
47
Properties=species:S:1:pos:R:3:forces:R:3:lowdin_charge:R:1
Bi -0.058183 -0.006267 -0.858553 1.2214 0.1744 0.6326 1.855
C -1.799226 2.715964 -0.989064 -0.1301 0.0718 0.0381 -0.126
C -1.984959 2.342384 0.333691 -0.3301 -0.0276 0.0192 -0.155
C -2.718494 1.197097 0.629152 -0.1945 0.1248 0.0207 -0.131
C -3.291147 0.445598 -0.389205 -0.1232 0.1779 0.1079 -0.119
C -3.130351 0.835948 -1.712231 -0.3952 0.1880 0.1778 -0.144
C -2.374362 1.963686 -2.009905 -0.1371 0.0690 -0.0515 -0.130
H -1.216266 3.598086 -1.218235 0.0609 -0.0539 -0.0548 0.110
H -1.550393 2.922978 1.132126 0.0921 -0.0364 -0.0190 0.095
H -2.848292 0.896090 1.661473 0.0507 -0.0291 -0.0045 0.106
H -3.855908 -0.447887 -0.158237 0.0267 -0.0279 -0.0323 0.115
H -3.630218 0.265502 -2.484125 0.1226 -0.0234 -0.0159 0.102
H -2.243757 2.272613 -3.040167 0.0511 -0.0370 -0.0023 0.108
O 2.762898 -2.235827 -3.780662 0.4032 0.8000 0.0180 0.098
C 1.805320 -1.523449 -3.128697 -1.0634 -1.6586 -0.0644 -0.484
O 1.518470 -1.804827 -1.999951 0.2543 0.0665 0.0373 0.030
C 0.930141 -0.756715 -4.097823 0.0756 0.2483 0.1694 -0.114
O -0.212144 -0.216236 -3.481700 -0.2245 -0.1594 -0.0799 -0.240
C -1.468046 -0.836088 -3.801705 0.3980 -0.1067 -0.6283 -0.133
C -2.028043 -1.849806 -2.796593 -0.3513 -0.4545 0.1334 -0.733
O -3.106506 -2.328209 -3.186727 0.0430 0.0952 0.1386 -0.033
O -1.382425 -2.106538 -1.748659 0.0471 0.3461 -0.2855 -0.132
H 3.227520 -2.710731 -3.075350 -0.0189 -0.0919 -0.0680 0.126
H 1.499094 0.031528 -4.591178 0.0366 0.0295 0.0877 0.141
H 0.635810 -1.498028 -4.846464 0.0602 0.0492 -0.0783 0.137
H -2.183363 -0.034498 -3.967523 -0.0024 -0.0228 0.0716 0.101
H -1.386884 -1.380229 -4.746609 0.0668 0.0624 -0.0400 0.123
N 3.064840 -0.323123 3.524253 0.0404 0.0367 -0.0111 0.120
C 1.606862 -0.059796 3.205540 -0.0737 0.0646 -0.0308 -0.457
C 0.828171 0.073305 4.514424 0.0385 -0.0340 -0.0064 -0.105
P 1.109805 -1.635421 2.296227 -0.0803 -0.1732 -0.0551 0.353
O -0.263746 -1.971183 3.094063 0.0644 -0.1116 0.0922 -0.160
O 2.212467 -2.576189 2.678329 -0.0158 0.0165 0.0827 -0.323
O 0.753726 -1.503360 0.851581 0.1000 0.3402 -0.0217 -0.438
P 1.680326 1.534193 2.214783 0.0022 0.0180 -0.0127 0.336
O 1.318069 2.578373 3.431444 0.0525 0.0075 0.0174 -0.178
O 3.139505 1.656162 1.903839 0.0241 -0.0222 -0.0224 -0.321
O 0.604517 1.645512 1.196998 -0.2131 -0.2886 0.2366 -0.397
H 3.204534 -1.342793 3.319481 -0.0159 -0.0051 0.0255 0.098
H 3.282395 -0.090258 4.488183 -0.0062 -0.0082 0.0001 0.147
H 3.578840 0.327827 2.873128 -0.0103 0.0018 -0.0101 0.102
H 0.852024 -0.860680 5.078036 -0.0107 -0.0054 -0.0021 0.082
H -0.211422 0.308711 4.302496 -0.0021 0.0080 0.0054 0.085
H 1.240783 0.885333 5.113903 -0.0014 0.0005 0.0074 0.071
H -0.755066 -2.640313 2.601990 -0.0523 0.0954 -0.0856 0.080
H 1.259554 3.469233 3.068996 -0.0223 -0.0024 -0.0092 0.065
O 1.583529 0.772326 -1.404773 0.1425 0.2878 -0.4278 -0.731
```
Positions in Å, forces in eV/Å.


(3)
DFT (ωB97M-V/def2-TZVPD) results for a molecular structure, C12H19Cl2NO9P2Ti.

⟨S²⟩	2.01
net charge	0
2S+1	3
E_LUMO (spin up / spin down)	-0.3 / -0.5	eV
orbital gap (spin up / spin down)	7.65 / 8.49	eV
ΔE to the lowest compared entry with this formula, charge and spin	0.0	kJ/mol
DFT total energy	-3653.5052	Ha

Geometry as XYZ:
```
46
Properties=species:S:1:pos:R:3:forces:R:3:lowdin_charge:R:1
Ti 0.518090 -1.140405 0.054655 0.4574 -0.0996 0.1831 0.850
N -0.664060 -3.090007 3.718798 0.0303 -0.0007 0.0073 0.177
C -1.252177 -3.275253 2.331633 0.0002 0.0389 -0.0266 -0.502
C -2.308025 -4.365179 2.386443 0.0074 -0.0138 0.0054 -0.068
P -1.987159 -1.584220 2.049995 0.0050 0.0005 -0.0173 0.327
O -3.032845 -1.783433 0.861354 -0.0026 0.0047 0.0214 -0.101
O -2.649747 -1.294383 3.340699 0.0102 -0.0238 0.0389 -0.275
O -0.841302 -0.713506 1.580145 -0.0872 0.0029 -0.1467 -0.351
P 0.181221 -3.701108 1.264338 -0.0344 0.0335 0.0481 0.319
O -0.527867 -3.340465 -0.164292 -0.0722 0.0233 -0.0350 -0.225
O 0.602910 -5.086993 1.476489 -0.0140 -0.0131 -0.0174 -0.248
O 1.154225 -2.532570 1.442309 -0.0809 -0.0428 -0.0347 -0.393
H -1.368761 -2.540157 4.244557 -0.0156 -0.0115 0.0100 0.138
H 0.195834 -2.534363 3.647106 0.0008 -0.0097 0.0023 0.153
H -0.451755 -3.985759 4.158496 0.0083 0.0161 0.0055 0.167
H -3.108013 -4.098385 3.079412 0.0008 0.0074 -0.0025 0.092
H -1.861533 -5.320184 2.669801 -0.0013 -0.0023 -0.0019 0.086
H -2.746040 -4.479828 1.396807 -0.0057 -0.0135 0.0050 0.093
H -2.631622 -1.610030 -0.003023 0.0175 -0.0003 0.0020 0.064
H 0.034658 -3.575561 -0.931921 0.0270 0.0409 0.0012 0.025
C 3.168615 5.152506 0.090656 -0.0150 -0.0021 -0.0141 -0.058
O 2.003967 5.201998 -0.724980 0.0084 -0.0218 0.0210 -0.057
C 1.307373 4.064809 -0.887978 0.0089 0.0900 -0.0407 -0.268
C 0.188194 4.172358 -1.749170 0.0126 -0.0189 0.0135 0.005
C -0.566512 3.069876 -1.991969 0.0146 -0.0480 0.0278 -0.017
C -0.269501 1.806003 -1.412398 -0.0744 0.1066 -0.0307 -0.101
C -1.095699 0.678994 -1.700289 0.1129 -0.0350 0.0100 -0.316
C -2.283434 0.798131 -2.612748 -0.0286 -0.0113 0.0001 0.009
O -0.886625 -0.464354 -1.216370 -0.1568 -0.0156 -0.0194 -0.111
C 0.855154 1.721783 -0.542954 0.0220 -0.0133 0.0409 -0.309
O 1.216979 0.608995 0.029054 -0.1186 0.0091 -0.0499 -0.162
C 1.628974 2.869357 -0.288603 -0.0431 -0.0667 -0.0577 0.041
H 3.588038 6.153385 0.071233 0.0012 0.0011 0.0013 0.095
H 3.892031 4.440509 -0.311169 0.0018 0.0006 0.0054 0.097
H 2.913010 4.880679 1.116504 0.0075 0.0028 0.0024 0.099
H -0.036270 5.131034 -2.193877 0.0082 0.0037 0.0010 0.121
H -1.419947 3.161476 -2.648716 -0.0070 -0.0033 -0.0038 0.111
H -2.003684 1.222365 -3.576405 0.0186 -0.0078 0.0080 0.094
H -3.039018 1.447282 -2.168104 -0.0042 0.0093 0.0050 0.102
H -2.706464 -0.190642 -2.767895 -0.0015 0.0052 0.0057 0.091
H 2.482097 2.751254 0.360393 -0.0037 -0.0077 0.0052 0.116
Cl 1.810494 -2.192330 -1.664644 -0.0525 0.0531 0.0188 0.039
C 2.910618 0.918855 -3.114051 -0.0074 0.0005 0.0285 -0.492
Cl 4.092710 0.935077 -1.901965 0.0267 0.0215 -0.0348 0.562
H 2.141655 1.672617 -3.065379 0.0281 0.0162 -0.0166 -0.010
H 2.851216 0.039771 -3.731978 -0.0097 -0.0055 0.0249 -0.009
```
Positions in Å, forces in eV/Å.


(4)
DFT (ωB97M-V/def2-TZVPD) results for 2 unconnected molecules or ions with the total composition C12H19ClO at a distorted geometry.

net charge	0
2S+1	1
E_LUMO (spin up / spin down)	-0.2 / -0.2	eV
orbital gap (spin up / spin down)	8.03 / 8.03	eV
ΔE to the lowest compared entry with this formula, charge and spin	86.8	kJ/mol
DFT total energy	-1003.8999	Ha

Geometry as XYZ:
```
33
Properties=species:S:1:pos:R:3:forces:R:3:lowdin_charge:R:1
C -0.816746 0.365556 1.587578 -0.0002 -2.0062 -0.5613 -0.100
C -1.646173 0.908172 2.446638 -1.2747 0.9777 0.4299 -0.546
C -0.200947 -0.256622 0.649700 -1.7176 -0.4196 -1.5836 -0.012
C -1.275892 2.177354 3.070454 -0.9867 1.8315 0.9503 -0.500
C 0.119384 2.629351 2.793798 -0.6009 -1.8324 -0.9231 -0.006
C 3.337664 -1.873432 0.797663 0.1179 1.8500 -0.7821 -0.090
C -0.531080 -0.049196 -2.187379 -1.7991 -2.7485 -0.9513 -0.087
C -1.769923 1.600946 -0.884802 -0.4126 0.8600 -0.6005 -0.073
C -2.581552 -0.839795 -0.843219 -1.6248 2.0459 1.4289 -0.045
C 0.829272 -1.360891 0.537100 0.8309 0.4308 -2.4877 -0.179
C 2.170206 -0.883402 1.066975 0.2666 -3.1724 -0.6936 -0.285
C -1.469062 0.169251 -1.084122 2.0236 -0.5905 1.9997 -0.397
O -1.996771 2.831517 3.819058 0.4394 -0.9236 -0.7776 0.036
Cl -3.373998 0.456304 2.768567 1.4644 -0.2555 -0.3813 0.627
H 0.329567 3.592516 3.077251 0.2447 2.1594 1.1016 0.062
H 0.661222 1.888090 3.322409 1.2780 -0.4008 0.7369 0.086
H 0.410863 2.509201 1.771410 0.0283 -0.1271 -0.7362 0.069
H 3.305944 -2.710199 1.464988 0.2399 -0.4707 0.3966 0.053
H 4.298914 -1.239818 0.917694 -1.3001 -1.5388 -0.3063 0.102
H 3.193169 -2.241641 -0.247969 0.6336 0.2286 0.6999 0.075
H -1.169567 -0.093704 -3.080345 0.0044 0.2243 -0.2509 0.105
H -0.169394 -1.082030 -2.150525 0.5760 0.3010 -0.0126 0.078
H 0.186690 0.682370 -2.360760 1.4230 1.1597 0.0929 0.073
H -2.554734 1.621670 -0.135866 -0.4736 0.8692 -0.2771 0.077
H -1.969760 2.091598 -1.899924 -0.5175 -0.6881 1.3918 0.124
H -0.928830 2.184808 -0.509373 0.1196 -0.2936 0.0944 0.086
H -2.853295 -0.727138 0.276253 0.4354 -0.8189 -1.7790 0.079
H -2.421765 -1.831596 -1.201500 0.6724 -0.7806 0.2564 0.068
H -3.560942 -0.563691 -1.340959 1.0851 0.2820 0.1744 0.108
H 1.132447 -1.516360 -0.604102 -1.3598 -0.1259 2.0730 0.126
H 0.569557 -2.329788 1.012072 -0.2303 0.6182 -0.4182 0.131
H 2.454264 -0.013012 0.619824 0.3869 2.6769 -1.1625 0.076
H 2.047722 -0.747378 2.071875 0.0278 0.6779 2.8581 0.077
```
Positions in Å, forces in eV/Å.


What is the formula in the third record?
C12H19Cl2NO9P2Ti